ORCA calculation (ωB97M-V/def2-TZVPD) on a 9-piece molecular cluster, C5H27NO9S overall at a distorted geometry.

As for the LUMO energy (spin up / spin down): -0.1368 / -0.3418 Ha. Its charge is +1. As for the spin multiplicity: 2. Its expectation value of S² is 0.75. The value obtained for the orbital gap (spin up / spin down) is 9.415 / 3.837 eV.

```
43
Properties=species:S:1:pos:R:3:forces:R:3
C -2.0249 -1.6287 0.7203 -1.56 -0.47 -0.12
C -0.6979 -1.5670 1.5151 0.97 -0.83 -1.51
S -0.6784 -2.2641 3.1588 0.87 -0.04 -0.70
C -2.5799 -0.2063 0.4142 -0.58 -1.02 -0.43
N -1.8364 0.5187 -0.6346 0.15 -1.29 0.44
C -2.3942 1.8451 -0.7900 -1.20 0.51 0.48
C -1.6257 2.8606 -1.6006 0.61 0.02 -0.17
O -0.4360 2.8417 -1.8435 -0.88 -0.42 0.41
H -2.7966 -2.1365 1.3645 0.54 0.41 -0.77
H -1.9447 -2.2684 -0.2228 0.24 0.88 1.28
H 0.0491 -2.2466 1.0490 -0.29 0.36 0.24
H -0.2624 -0.5690 1.3322 0.13 -0.09 1.17
H -1.6121 -1.6510 3.8632 -0.78 0.73 0.15
H -2.5302 0.3441 1.3726 -0.51 0.06 -0.26
H -3.6442 -0.3693 0.0601 1.11 0.50 0.59
H -0.8522 0.4654 -0.3438 -0.31 0.91 -0.49
H -2.5721 2.2809 0.2195 0.28 0.37 -0.37
H -3.4617 1.8027 -1.1821 1.33 -0.26 0.07
H -2.2104 3.7016 -1.9909 -0.27 0.09 0.19
H 0.7358 3.3900 4.3891 -0.08 0.14 0.03
H 1.1114 2.0118 3.9526 0.13 0.10 -0.40
O 0.4291 2.4826 4.4322 -0.45 -0.24 0.75
H 1.8572 -0.4310 -1.8649 0.37 0.12 -0.24
H 1.6977 -1.9374 -1.7826 0.00 -0.41 -0.48
O 2.3188 -1.2372 -1.5572 -0.45 0.06 0.61
H 2.1211 3.4232 2.0359 0.01 0.09 -0.05
H 2.3368 1.9084 1.7754 -0.42 0.23 0.08
O 1.6811 2.5716 2.0972 0.57 -0.31 -0.45
H 3.4904 -0.1666 1.9141 0.28 -0.72 -0.94
H 2.7241 -0.0360 0.4504 0.92 -0.52 0.70
O 2.8590 0.2871 1.3563 -1.26 1.33 0.11
H -0.2858 -2.3396 -3.0492 -0.05 -0.77 -0.10
H -0.1141 -3.6413 -2.2288 -0.14 -0.23 -0.06
O 0.1824 -3.2129 -3.0345 0.23 0.63 0.38
H 1.8218 1.5900 -3.0758 0.16 0.27 -0.12
H 0.5571 1.4701 -2.1744 0.43 0.32 -0.30
O 1.2255 0.9607 -2.6733 -0.51 -0.62 0.29
H 3.1666 -2.0622 -0.0796 0.49 0.49 -0.28
H 3.4721 -2.9394 1.0765 0.42 -0.27 0.33
O 3.7978 -2.1391 0.6576 -0.59 -0.58 -0.03
H -1.5688 -0.4376 -2.4555 0.12 0.16 0.12
H -0.3624 -0.3801 -3.4240 0.28 0.52 -0.10
O -1.1436 -0.8888 -3.1987 -0.32 -0.22 -0.04
```
Forces are in eV/Å.


ORCA calculation (ωB97M-V/def2-TZVPD) on C19H32CoF9NO3S2Si2Te as an isolated structure at a distorted geometry.

As for the LUMO energy (spin up / spin down): 0.0049 / -0.0743 Ha. Its charge is 0. For the relative energy (zero: lowest compared OMol25 entry of this formula, charge and spin), the calculation gives 0.282 eV. As for the spin multiplicity: 6. Its expectation value of S² is 8.78. The value obtained for the orbital gap (spin up / spin down) is 5.675 / 6.244 eV.

```
70
Properties=species:S:1:pos:R:3:forces:R:3
Co 0.6034 0.6609 1.1465 -0.84 0.24 -0.52
O 2.0650 -0.7441 1.1507 0.24 0.28 0.13
N 2.1213 -1.5476 2.1705 -0.05 -0.22 0.02
C 3.1529 -2.5134 2.1318 -0.08 -0.03 0.09
C 3.0591 -3.6178 2.8831 0.10 -0.13 0.03
C 1.9162 -3.8951 3.7162 0.01 0.05 -0.05
C 0.8521 -3.0168 3.6604 0.09 0.14 -0.15
C 0.8779 -1.8601 2.8895 0.14 -0.25 0.11
S -0.3711 -0.7355 2.7624 -0.30 0.15 0.01
H 3.9736 -2.2667 1.4790 -0.01 0.07 0.00
H 3.8816 -4.3203 2.8376 -0.03 -0.01 0.02
H 1.8785 -4.7842 4.3251 0.03 -0.01 -0.01
H -0.0458 -3.1945 4.2365 -0.02 0.01 -0.01
C 2.2553 1.4965 -3.1653 0.12 0.06 0.11
Si 0.9303 0.5947 -4.1134 0.00 -0.04 0.10
C 1.6141 -0.9842 -4.8226 0.03 -0.16 -0.04
C 0.2682 1.6557 -5.4931 -0.08 0.10 -0.12
C -0.4678 0.1957 -2.9248 -0.07 0.11 0.17
Te 0.1804 -0.9319 -1.2360 -0.02 -0.29 0.03
C -1.8051 -1.5081 -0.6487 0.05 0.09 0.01
Si -2.2353 -3.2548 -1.1786 0.05 0.07 0.02
C -1.9687 -3.4500 -3.0125 0.04 0.01 -0.17
C -1.1333 -4.4133 -0.2265 0.12 -0.10 0.08
C -4.0256 -3.5646 -0.7689 -0.18 -0.04 0.05
H 3.1037 1.7361 -3.8105 -0.01 0.02 0.02
H 2.6357 0.8875 -2.3396 0.01 0.02 -0.01
H 1.8790 2.4301 -2.7392 0.01 -0.01 -0.01
H 2.4393 -0.7731 -5.5071 -0.02 -0.02 0.00
H 0.8458 -1.5270 -5.3799 0.03 0.00 0.00
H 1.9890 -1.6466 -4.0388 0.00 0.01 -0.02
H 1.0655 1.9175 -6.1932 -0.03 0.00 0.00
H -0.1673 2.5858 -5.1201 0.01 -0.02 -0.01
H -0.5038 1.1204 -6.0518 0.01 0.04 -0.01
H -1.2463 -0.4005 -3.4066 0.02 0.00 0.00
H -0.9125 1.1021 -2.5080 -0.05 -0.02 -0.06
H -2.4572 -0.7373 -1.0645 0.02 0.00 0.02
H -1.8416 -1.4245 0.4399 0.02 0.04 -0.03
H -0.9328 -3.2286 -3.2825 -0.02 -0.01 -0.03
H -2.6221 -2.7854 -3.5846 0.02 -0.02 0.00
H -2.1819 -4.4751 -3.3249 0.00 0.02 -0.01
H -0.0953 -4.0698 -0.2525 0.00 -0.04 -0.01
H -1.1573 -5.4241 -0.6400 -0.01 0.01 0.03
H -1.4365 -4.4685 0.8221 0.02 0.01 -0.01
H -4.6724 -2.8565 -1.2928 -0.01 -0.02 0.02
H -4.2014 -3.4545 0.3039 -0.02 0.00 -0.02
H -4.3329 -4.5735 -1.0554 0.00 0.02 0.01
C -2.6609 3.4898 -0.8123 -0.23 0.02 -0.13
S -1.3611 3.1962 0.3580 0.50 -0.13 0.19
C -2.3606 3.0093 1.8161 -0.17 -0.03 0.09
O -0.9070 1.7846 -0.0079 0.05 -0.07 0.07
H -3.3825 2.6748 -0.7618 -0.02 0.02 -0.05
H -2.2024 3.5346 -1.7984 -0.03 0.00 -0.01
H -3.1294 4.4474 -0.5834 -0.01 -0.02 -0.02
H -2.8313 3.9655 2.0452 -0.02 -0.01 -0.01
H -1.6803 2.7252 2.6158 -0.14 0.00 -0.11
H -3.1030 2.2330 1.6281 -0.01 0.02 0.03
F 2.9549 1.3906 2.6245 0.01 0.09 0.05
C 2.7785 2.6774 2.9593 -0.08 -0.10 -0.06
F 3.3506 3.4113 1.9954 0.01 -0.03 0.01
F 3.4480 2.8989 4.0942 0.02 0.04 -0.02
C 1.2501 2.9894 3.0778 -0.08 0.09 -0.01
O 0.5149 2.3851 2.1221 0.79 0.03 0.04
C 1.0539 4.5300 2.9316 0.05 -0.03 0.12
F 1.8936 5.2374 3.6996 -0.03 0.02 -0.04
F -0.2021 4.8679 3.2791 0.02 0.02 0.01
F 1.2277 4.9222 1.6691 -0.03 -0.01 0.02
C 0.7652 2.5410 4.4950 0.07 -0.10 -0.02
F 1.2243 1.3126 4.7678 -0.03 0.07 0.04
F -0.5734 2.4869 4.5292 0.05 -0.02 0.07
F 1.1584 3.3540 5.4834 -0.04 0.00 -0.01
```
Forces are in eV/Å.


ORCA calculation (ωB97M-V/def2-TZVPD) on a 3-piece molecular cluster, C3H11NO2 overall at a distorted geometry.

As for the LUMO energy: 0.0356 Ha. Its structure (SMILES) is C=C.NCO.O. Its charge is 0. For the relative energy (zero: lowest compared OMol25 entry of this formula, charge and spin), the calculation gives 1.920 eV. As for the spin multiplicity: 1. The value obtained for the orbital gap is 10.365 eV.

```
17
Properties=species:S:1:pos:R:3:forces:R:3
C 2.5007 0.2387 -0.0201 0.30 -0.26 -0.02
N 1.9036 0.0884 1.2852 -0.16 -0.06 0.05
O 2.1126 1.4747 -0.5883 -0.07 0.12 -0.04
H 2.2384 2.1457 0.0959 -0.03 -0.04 -0.01
H 2.2622 -0.7285 1.7636 0.11 0.07 0.01
H 0.8946 -0.0121 1.2091 0.03 0.05 -0.07
H 3.5930 0.2010 0.0994 -0.16 -0.06 -0.04
H 2.2053 -0.5156 -0.7640 -0.01 0.12 0.12
C -2.1074 -1.2240 -0.6086 -1.88 -0.15 0.58
C -3.0139 -0.5264 0.1089 -0.03 -2.09 -0.69
O -0.6060 0.7253 -0.3388 -1.82 0.22 0.27
H 0.2149 1.1017 -0.7047 -0.86 1.01 -0.26
H -1.5151 -2.0110 -0.1680 0.53 0.39 0.30
H -2.0998 -1.2236 -1.6876 0.04 0.30 -0.14
H -3.1346 -0.7415 1.1608 0.22 0.28 0.20
H -1.5686 1.1012 -0.4745 3.59 -0.58 -0.06
H -3.8799 -0.0938 -0.3683 0.21 0.68 -0.19
```
Forces are in eV/Å.


ORCA calculation (ωB97M-V/def2-TZVPD) on a 8-piece molecular cluster, C29H81N7O8 overall at a distorted geometry.

As for the LUMO energy: 0.0110 Ha. Its structure (SMILES) is COC[C@H](C)N.COC[C@H](C)N.COC[C@H](C)N.COC[C@H](C)N.COC[C@H](C)N.COC[C@H](C)N.COC[C@H](C)N.CO. Its charge is 0. For the relative energy (zero: lowest compared OMol25 entry of this formula, charge and spin), the calculation gives 0.000 eV. As for the spin multiplicity: 1. The value obtained for the orbital gap is 9.149 eV.

```
125
Properties=species:S:1:pos:R:3:forces:R:3
C -0.5634 4.9017 4.4080 -0.25 0.12 -0.19
C 0.2317 4.0463 3.4449 -0.74 -0.27 -1.15
C 0.7505 4.8630 2.2309 0.24 0.46 1.08
O -0.1919 5.7945 1.7361 -0.08 -0.66 -0.25
C -1.2135 5.1976 0.9358 0.56 1.01 0.14
N 1.3307 3.4050 4.1110 1.00 -0.22 0.45
H 0.0519 5.7061 4.8122 -0.01 -0.06 0.14
H -0.9933 4.2941 5.2069 0.26 -0.01 0.15
H -1.4144 5.3493 3.8913 0.12 0.08 -0.03
H -0.4763 3.3258 2.9895 -0.02 -0.13 0.28
H 1.1203 4.2003 1.4405 -0.06 -0.06 -0.06
H 1.5867 5.4634 2.6012 0.05 -0.04 -0.13
H -1.7653 6.0691 0.5776 -0.34 -0.34 -0.08
H -1.8521 4.5287 1.5165 -0.07 -0.04 -0.10
H -0.7704 4.6854 0.0753 -0.09 -0.16 0.05
H 1.0817 2.8480 4.9198 -0.44 0.21 -0.14
H 1.8863 2.7763 3.5427 -0.16 0.24 -0.38
C 2.3505 -2.9325 1.4631 -0.59 -0.53 -0.46
C 1.4691 -3.8604 2.3157 0.75 1.00 0.55
C 2.1802 -5.1773 2.6421 -0.75 0.01 -0.31
O 1.9202 -6.0696 1.5795 0.66 -0.06 0.03
C 2.5669 -7.3297 1.7507 -1.32 0.14 0.17
N 1.1571 -3.0795 3.5420 0.18 -0.67 0.14
H 1.7365 -2.1568 1.0038 0.12 0.22 0.26
H 2.8042 -3.4655 0.6243 0.12 -0.12 0.15
H 3.1281 -2.4928 2.0868 0.09 0.08 -0.08
H 0.5206 -4.0381 1.8127 0.14 -0.28 0.08
H 1.7679 -5.5773 3.5805 0.08 -0.11 -0.01
H 3.2613 -5.0374 2.7659 0.02 0.12 0.07
H 3.6413 -7.2263 1.8954 0.06 -0.09 -0.06
H 2.2901 -7.9216 0.8803 0.46 -0.01 -0.15
H 2.0735 -7.8286 2.5962 0.50 -0.06 0.18
H 2.0334 -2.9399 4.0449 -0.07 0.15 -0.04
H 0.6001 -3.6542 4.1736 -0.09 0.13 -0.11
C -4.4619 1.0499 -0.8119 0.57 -0.31 1.12
C -3.8822 0.8305 -2.1947 -0.87 -0.33 0.21
C -4.1989 -0.5825 -2.6722 0.80 -0.20 -0.08
O -3.6292 -0.7352 -3.9657 -0.47 0.24 0.03
C -4.0113 -1.9372 -4.5727 -0.02 -0.61 -0.33
N -4.4710 1.8076 -3.1188 0.49 0.09 -0.03
H -5.5486 0.9681 -0.7629 -0.02 0.07 -0.15
H -4.1353 1.9710 -0.3227 -0.25 0.37 -0.59
H -4.0417 0.3243 -0.1021 -0.24 -0.36 -0.27
H -2.7969 0.8926 -2.0876 0.04 0.43 -0.52
H -5.2860 -0.7323 -2.6881 -0.04 -0.07 -0.09
H -3.7287 -1.3479 -2.0394 -0.25 0.06 0.28
H -3.6481 -2.8167 -4.0254 0.08 0.10 0.10
H -3.5911 -1.9738 -5.5773 0.10 0.13 0.06
H -5.0981 -2.0540 -4.6752 -0.04 0.25 0.13
H -5.4812 1.7528 -3.0262 0.02 0.10 0.10
H -4.2784 1.5156 -4.0723 0.15 0.05 0.03
C -2.0984 -6.4049 -1.3749 -0.47 0.29 -0.91
C -0.6641 -5.9332 -1.2393 0.19 -0.34 0.60
C -0.5555 -4.6535 -0.4256 -0.38 0.16 -0.14
O -1.1720 -3.5778 -1.0989 0.11 -0.03 0.01
C -1.1157 -2.3928 -0.3226 0.04 -0.61 -0.05
N 0.0975 -7.0173 -0.5851 0.24 0.30 0.25
H -2.1834 -7.2801 -2.0211 0.26 -0.14 0.16
H -2.7176 -5.6497 -1.8676 0.08 0.13 0.22
H -2.5638 -6.6473 -0.4179 0.17 0.06 0.14
H -0.2104 -5.7189 -2.2094 -0.13 -0.20 -0.12
H 0.4990 -4.4190 -0.2264 -0.01 -0.07 -0.08
H -1.0677 -4.7983 0.5410 0.11 -0.08 0.08
H -0.0922 -2.0258 -0.2080 -0.05 0.12 -0.19
H -1.4930 -2.6146 0.6843 -0.21 0.26 0.02
H -1.7364 -1.6669 -0.8385 0.07 0.25 0.17
H -0.3946 -7.2630 0.2738 -0.11 -0.09 -0.18
H 0.9741 -6.6404 -0.2178 -0.21 -0.01 -0.40
C -0.6366 4.0149 -3.1646 0.07 -0.59 0.10
C -0.9934 5.5010 -3.2259 -0.41 -0.76 0.15
C 0.2010 6.2848 -3.7233 0.16 0.59 -0.58
O 1.3090 6.2727 -2.8452 -0.23 0.03 -0.07
C 1.1576 7.1339 -1.7402 1.01 0.02 0.45
N -2.1847 5.7297 -4.0614 0.11 -0.23 -0.25
H -1.5006 3.3782 -2.9483 -0.13 0.26 0.22
H 0.1411 3.7718 -2.4356 0.01 0.20 0.00
H -0.2783 3.6425 -4.1305 0.09 0.28 -0.08
H -1.2765 5.8494 -2.2284 0.15 0.03 0.03
H -0.0649 7.3219 -3.9708 -0.20 -0.05 0.20
H 0.5509 5.8442 -4.6632 0.02 -0.10 0.08
H 1.0293 8.1900 -2.0044 -0.55 -0.14 -0.31
H 2.1233 7.1370 -1.2253 -0.11 -0.28 0.07
H 0.4086 6.7823 -1.0282 -0.18 0.19 -0.06
H -2.0487 5.2714 -4.9630 0.19 0.25 -0.02
H -2.9364 5.1697 -3.6641 -0.05 0.23 0.13
C -1.9540 -0.6811 3.1629 -0.20 -0.31 -0.52
C -0.7901 0.1454 3.6612 0.12 0.32 -0.03
C -0.6108 0.0173 5.1680 -0.83 0.01 -0.11
O 0.4196 0.8657 5.6024 0.40 -0.16 -0.08
C 0.6164 0.8334 6.9969 -0.29 -0.17 0.16
N 0.4411 -0.1342 2.9044 0.28 -0.27 0.77
H -1.7287 -1.7512 3.1488 0.06 0.02 0.24
H -2.1910 -0.4263 2.1266 0.11 0.10 0.02
H -2.8699 -0.5192 3.7324 0.10 0.02 0.16
H -1.0241 1.1998 3.4733 0.00 0.01 0.05
H -0.4463 -1.0316 5.4512 0.23 0.02 0.05
H -1.5557 0.3432 5.6299 0.02 -0.13 0.11
H -0.3165 1.0787 7.5188 0.07 0.17 0.02
H 1.3887 1.5584 7.2394 -0.01 0.02 0.04
H 0.9175 -0.1584 7.3538 0.13 -0.02 -0.15
H 0.6922 -1.1313 2.9881 -0.42 0.23 0.00
H 1.1713 0.3233 3.4534 0.09 0.14 -0.44
C 4.9758 -2.1499 -4.6867 -1.75 0.08 0.21
C 4.8753 -0.6964 -4.2297 1.08 0.10 0.18
C 4.0259 -0.5665 -2.9841 -0.02 -0.02 0.27
O 2.7173 -1.0323 -3.2153 0.02 0.40 0.14
C 1.8915 -0.7686 -2.0863 0.64 -0.49 0.01
N 6.2118 -0.1583 -3.8846 0.10 -0.07 0.29
H 5.3987 -2.7552 -3.8835 0.49 0.04 -0.17
H 5.4511 -2.2848 -5.6538 0.35 0.02 0.11
H 3.9487 -2.5347 -4.7708 0.16 0.01 -0.25
H 4.4667 -0.0065 -4.9707 -0.11 -0.37 -0.28
H 4.0049 0.4728 -2.6342 0.04 0.08 -0.19
H 4.5050 -1.1410 -2.1697 -0.10 -0.12 -0.01
H 0.9249 -1.2077 -2.3107 -0.13 0.16 0.18
H 1.8308 0.2883 -1.8159 -0.18 0.09 -0.36
H 2.3529 -1.2529 -1.2140 -0.30 -0.15 0.08
H 6.8929 -0.4168 -4.5910 -0.19 0.15 -0.24
H 6.5544 -0.6491 -3.0595 -0.14 0.11 0.05
C -0.8239 1.6336 0.0893 0.06 -1.25 0.31
O 0.1146 0.5908 0.2724 0.63 -0.22 -0.45
H -0.5727 2.4740 0.7368 -0.44 0.14 -0.01
H -0.8400 1.9416 -0.9568 0.31 0.09 0.03
H -1.8037 1.1736 0.2758 -0.29 0.76 0.29
H 0.2190 0.3227 1.2244 -0.16 0.46 -0.29
```
Forces are in eV/Å.